Run i
A single C4H5NO2 molecule. Source: OMol25; level of theory: ωB97M-V/def2-TZVPD.

Each line ends with the natural charge from an NBO analysis.
Element x y z (Å)
O  -1.9635  -0.5041  -1.3964  -0.5058
C  -1.4535  0.2634  -0.6681  0.8337
N  -1.0448  1.1761  0.0280  -0.5306
C  0.2834  1.0869  0.6321  -0.2318
C  0.9303  0.0367  -0.2607  -0.5103
C  -0.0177  -1.3300  0.0756  0.3967
O  -0.3150  -1.5348  1.2258  -0.5179
H  0.2176  0.7029  1.6522  0.2277
H  0.7174  2.0940  0.6719  0.2193
H  1.0271  0.5015  -1.2697  0.2296
H  1.8852  -0.3960  -0.0036  0.2301
H  -0.2664  -2.0966  -0.6869  0.1594

Properties
Lowest unoccupied orbital energy = 0.426 eV
Frontier orbital gap = 10.602 eV

---

Run ii
A single C4H5NO2 molecule. Source: OMol25; level of theory: ωB97M-V/def2-TZVPD.

Each line ends with the natural charge from an NBO analysis.
Element x y z (Å)
O  -2.4878  0.4301  1.2374  -0.4864
C  -1.6986  -0.0997  0.4984  0.3836
C  -0.2449  0.0300  0.7015  0.0737
C  0.7916  -0.8986  0.2225  -0.3283
N  1.6628  0.0805  -0.4616  -0.5167
C  0.9547  0.9324  -1.1000  0.4094
O  -0.3130  1.1389  -0.8660  -0.5481
H  -1.9720  -0.6517  -0.4169  0.1301
H  0.0652  0.6157  1.5772  0.2337
H  0.3986  -1.6476  -0.4851  0.2060
H  1.3872  -1.4235  0.9835  0.2443
H  1.4562  1.4936  -1.8909  0.1985

Properties
Lowest unoccupied orbital energy = -0.712 eV
Frontier orbital gap = 8.945 eV

---

Run iii
2 unconnected molecules or ions with the total composition C4H5NO2. Source: OMol25; level of theory: ωB97M-V/def2-TZVPD.

Each line ends with the natural charge from an NBO analysis.
Element x y z (Å)
C  0.7979  -0.3479  -1.2651  -0.6919
C  -0.3850  -0.2497  -0.3384  0.1786
C  -0.2897  -1.0841  0.9285  0.3745
O  -1.1282  -1.0912  1.7919  -0.4628
C  0.3173  1.7445  1.8642  0.4903
O  -0.4614  2.4169  2.3421  -0.4868
N  -1.4286  0.4583  -0.4869  -0.5384
H  0.8309  -1.3338  -1.7445  0.2354
H  0.7545  0.4161  -2.0461  0.2261
H  1.7329  -0.2242  -0.7060  0.2333
H  0.6363  -1.6926  1.0214  0.1095
H  -1.3771  0.9877  -1.3611  0.3321

Properties
Lowest unoccupied orbital energy = -0.136 eV
Frontier orbital gap = 9.912 eV

---

The most stable of them is run iii.

---

Run i
A single C4H5NO2 molecule. Source: OMol25; level of theory: ωB97M-V/def2-TZVPD.

Each line ends with the natural charge from an NBO analysis.
Element x y z (Å)
O  -2.3563  0.7666  -0.0227  -0.7003
C  -1.5298  -0.3681  0.0456  -0.0852
C  -0.0623  -0.0258  -0.0630  0.1238
C  1.1004  -0.6987  0.4229  -0.3700
C  2.1026  0.1474  0.0939  0.1440
O  1.6263  1.2079  -0.5658  -0.2697
N  0.2624  1.0903  -0.6606  -0.1529
H  -2.0080  1.3467  -0.7140  0.4829
H  -1.7207  -0.8384  1.0156  0.1933
H  -1.7927  -1.1031  -0.7312  0.1786
H  1.2133  -1.6660  0.8856  0.2410
H  3.1648  0.1413  0.2937  0.2145

Properties
Lowest unoccupied orbital energy = 0.922 eV
Frontier orbital gap = 11.125 eV

---

Run ii
A molecular structure, C4H5NO2. Source: OMol25; level of theory: ωB97M-V/def2-TZVPD.

Each line ends with the natural charge from an NBO analysis.
Element x y z (Å)
O  -1.7922  0.7946  0.8256  -0.4370
C  -1.7795  -0.0147  -0.1221  0.4796
C  -0.3748  -0.0877  -0.5895  -0.0360
C  -0.0202  0.8726  0.5854  -0.0033
N  2.1182  0.2871  0.1206  -0.5125
C  1.9444  -0.8539  -0.1345  0.2272
O  0.0815  -1.3394  -0.4423  -0.7418
H  -2.6716  -0.5905  -0.3874  0.1838
H  -0.1793  0.4221  -1.5572  0.1774
H  0.1448  1.9378  0.4717  0.2186
H  0.2505  0.4344  1.5351  0.2258
H  2.2781  -1.8625  -0.3054  0.2182

Properties
Lowest unoccupied orbital energy = -0.278 eV
Frontier orbital gap = 8.506 eV

---

The most stable of them is run i.